1.
15
Properties=species:S:1:pos:R:3 method="wB97M-V/def2-TZVPD" e_homo_ev=-9.08 smiles=C[C@@H](N)CN e_above_lowest_kj_mol=20.6 gap_ev=10.217
C 1.4687 1.0120 0.3792
C 0.5179 -0.1557 0.0481
N 0.4956 -1.1179 1.1619
C -0.8574 0.3721 -0.3257
N -1.6804 -0.6918 -0.8944
H 1.3180 1.8100 -0.3429
H 2.4995 0.6671 0.3748
H 1.1954 1.4017 1.3575
H 0.8734 -0.6414 -0.8674
H 0.6889 -2.0481 0.8230
H -0.4238 -1.1212 1.5830
H -1.3688 0.8462 0.5123
H -0.7168 1.1478 -1.0953
H -2.6604 -0.4616 -0.9249
H -1.3498 -1.0191 -1.7891

2.
16
Properties=species:S:1:pos:R:3 method="wB97M-V/def2-TZVPD" e_homo_ev=-8.54 e_above_lowest_kj_mol=517.1 gap_ev=8.665
C 1.1447 -0.4119 -0.6455
C -0.3772 -1.0346 -0.6874
C -1.4261 -0.4008 -1.4763
C -1.7481 0.8828 -1.3792
C -0.6066 1.3362 -0.3914
C 0.0565 0.1794 0.1628
H 2.6290 -0.6141 0.9723
H 1.3296 0.2559 -1.4951
H -0.5050 -1.9334 -0.1524
H -1.9503 -1.0280 -2.2902
H -2.3824 1.7099 -1.8447
H -1.4175 1.7071 0.2516
H -0.1163 2.1437 -0.7990
H -0.5802 -0.7262 2.1745
O 2.1642 -1.2463 -0.1735
S 0.2138 0.3218 1.9421

3.
20
Properties=species:S:1:pos:R:3 method="wB97M-V/def2-TZVPD" e_homo_ev=-8.79 smiles="C/N=C/Nc1cc(Cl)ccc1Cl" e_above_lowest_kj_mol=11.6 gap_ev=9.566
C -0.5405 4.0386 -0.9946
N -0.1991 2.6275 -0.6597
C 1.0050 2.3001 -0.7926
N 1.4875 1.0099 -0.6222
C 0.6175 -0.0011 -0.1649
C 0.8761 -0.5384 1.1178
C 0.1248 -1.6109 1.5242
Cl 0.4274 -2.3090 3.1464
C -1.0073 -2.0825 0.8436
C -1.2867 -1.5107 -0.3884
C -0.4432 -0.5134 -0.9170
Cl -0.7434 0.0583 -2.5452
H -0.8851 4.5812 -0.0920
H -1.3478 4.0727 -1.7529
H 0.3544 4.5587 -1.3690
H 1.7499 3.0247 -0.9845
H 2.4468 0.9816 -0.3220
H 1.6719 -0.1145 1.6866
H -1.6585 -2.8610 1.2482
H -2.0529 -1.9327 -1.0313

4.
8
Properties=species:S:1:pos:R:3 method="wB97M-V/def2-TZVPD" e_homo_ev=-8.59 smiles="C1=CC=1.O" e_above_lowest_kj_mol=337.9 gap_ev=9.692
C -0.7413 -0.7332 -0.0291
C -0.7659 -0.0532 -1.2657
C 0.1949 -0.9739 -1.1008
H -1.1093 0.7005 -1.9331
H 1.1000 -1.4171 -1.4755
O 0.5689 0.6427 1.6616
H 0.7427 1.5303 1.8083
H 0.0101 0.3040 2.3342

5.
63
Properties=species:S:1:pos:R:3 method="wB97M-V/def2-TZVPD" e_homo_ev=-8.11 smiles="CCN(CC)CCCNC(=O)c1[nH]c(C)c(C(=O)NC2CCCCC2)c1C" e_above_lowest_kj_mol=6.9 gap_ev=8.744
C 4.1102 -5.0390 -3.2644
C 4.0343 -3.9525 -2.1946
N 3.3212 -2.7917 -2.6897
C 3.7470 -1.5281 -2.1265
C 3.5582 -1.3655 -0.6121
C 1.8792 -2.9474 -2.7695
C 1.3679 -2.5311 -4.1532
C -0.1574 -2.4377 -4.1884
N -0.6363 -1.4261 -3.2777
C -1.4123 -1.7104 -2.2080
O -1.9100 -2.8128 -2.0151
C -1.6585 -0.6086 -1.2727
N -2.5950 -0.8338 -0.2986
C -2.7000 0.2292 0.5205
C -3.7039 0.2522 1.6207
C -1.7943 1.1865 0.0755
C -1.5470 2.5245 0.6487
O -1.2423 3.4983 -0.0183
N -1.6828 2.5842 1.9969
C -1.4847 3.8007 2.7527
C -2.7519 4.1793 3.5281
C -3.0236 3.2178 4.6825
C -1.8215 3.1534 5.6195
C -0.5728 2.7201 4.8578
C -0.2887 3.6786 3.7037
C -1.1404 0.6601 -1.0708
C -0.0797 1.3651 -1.8462
H 3.1210 -5.4141 -3.5121
H 4.7150 -5.8699 -2.9095
H 4.5598 -4.6339 -4.1667
H 5.0507 -3.6377 -1.9458
H 3.5765 -4.3691 -1.2813
H 3.1958 -0.7376 -2.6437
H 4.8069 -1.4004 -2.3678
H 2.5149 -1.4956 -0.3322
H 4.1530 -2.0973 -0.0711
H 3.8726 -0.3704 -0.3076
H 1.3686 -2.3452 -2.0059
H 1.6063 -3.9885 -2.5875
H 1.7965 -1.5606 -4.4130
H 1.7067 -3.2506 -4.8979
H -0.4945 -2.2046 -5.2048
H -0.6113 -3.3801 -3.8730
H -0.2427 -0.5042 -3.3628
H -3.1100 -1.7008 -0.2553
H -3.2981 -0.1790 2.5386
H -4.5745 -0.3374 1.3377
H -4.0256 1.2707 1.8234
H -1.8336 1.7358 2.5136
H -1.2748 4.5707 2.0016
H -2.6240 5.1881 3.9249
H -3.6012 4.1945 2.8420
H -3.9059 3.5512 5.2328
H -3.2386 2.2190 4.2954
H -2.0215 2.4561 6.4360
H -1.6523 4.1401 6.0563
H 0.2854 2.7004 5.5326
H -0.7099 1.7052 4.4764
H -0.0663 4.6685 4.1063
H 0.5836 3.3409 3.1407
H 0.1232 2.3253 -1.3802
H 0.8427 0.7830 -1.8737
H -0.4094 1.5623 -2.8670

6.
7
Properties=species:S:1:pos:R:3 method="wB97M-V/def2-TZVPD" multiplicity=3 e_homo_ev="-9.74 / -11.54" e_above_lowest_kj_mol=186.8 gap_ev="9.727 / 9.022"
C 0.3364 -0.3574 0.3978
N -0.8415 0.3109 -0.1231
O -0.7384 1.5417 0.0866
O -1.7230 -0.3047 -0.7287
F 0.3387 -1.6593 0.1463
H 1.9247 0.3186 -1.1378
H 0.7032 0.1501 1.3589

7.
19
Properties=species:S:1:pos:R:3 method="wB97M-V/def2-TZVPD" e_homo_ev=-9.00 smiles="C=CC=C(C)C.O" e_above_lowest_kj_mol=207.3 gap_ev=9.735
C -1.9712 -0.0301 1.3107
C -0.8955 0.6061 0.8502
C 0.3131 0.1756 0.1160
C 1.4783 -0.0306 0.7169
C 1.6008 -0.1028 2.2200
C 2.6734 -0.3871 -0.1250
H -2.2744 -0.9467 0.8207
H -2.4525 0.3943 2.1818
H -0.6020 1.5098 1.3849
H 0.4274 0.2646 -0.9664
H 2.5981 -0.4417 2.4831
H 0.9458 -0.8375 2.6781
H 1.4080 0.8801 2.6487
H 2.7448 0.2529 -1.0073
H 2.6097 -1.4018 -0.5142
H 3.6565 -0.1902 0.3043
O -2.6715 -0.0689 -4.2214
H -3.5398 0.3036 -4.0306
H -2.3507 -0.3070 -3.3390

8.
28
Properties=species:S:1:pos:R:3 method="wB97M-V/def2-TZVPD" e_homo_ev=-9.30 e_above_lowest_kj_mol=296.0 gap_ev=9.806
C 1.2385 0.2257 -0.8914
C 0.0484 -1.2756 2.2425
C 1.3089 0.6913 -2.3433
C 2.3272 0.8662 -0.0219
O -0.2111 -1.9122 1.0337
O 1.3044 -1.1394 -0.8666
H 0.8607 -1.4981 0.0003
H -0.1295 -0.1851 2.1770
H 1.1035 -1.4044 2.5237
H -0.5822 -1.6596 3.0578
H 3.2991 0.5484 -0.3965
H 1.3515 1.7766 -2.4322
H 2.2097 0.2679 -2.7849
H 0.4486 0.3087 -2.8925
H 2.2851 1.9552 -0.0467
H 2.2175 0.5198 1.0041
C -1.6478 -1.2368 -0.1054
C -0.5897 1.8832 -0.4873
C -2.6455 -0.8559 0.9239
O -0.0729 0.5855 -0.2759
H -1.6773 -0.6387 -1.0098
H -1.5706 -2.2690 -0.4171
H -1.4714 1.9755 0.1480
H 0.1310 2.6508 -0.1908
H -0.8776 2.0542 -1.5299
H -2.2703 -0.0017 1.4971
H -3.5880 -0.5610 0.4568
H -2.7999 -1.6714 1.6274

9.
22
Properties=species:S:1:pos:R:3 method="wB97M-V/def2-TZVPD" e_homo_ev=-12.83 total_charge=+1 e_above_lowest_kj_mol=43.0 gap_ev=9.759
C -1.1725 0.7169 0.4481
C -0.6241 0.6107 -0.9689
C 0.0603 -0.7197 -1.1635
C 1.3830 -0.8076 -1.2891
C -0.5523 -3.0306 -0.5042
C -0.8227 -1.9090 -1.1567
N -0.0392 0.5580 1.4234
H -1.8863 -0.0793 0.6448
H -1.6415 1.6748 0.6523
H 0.0506 1.4385 -1.1823
H -1.4653 0.7207 -1.6566
H 2.0158 0.0736 -1.2918
H 1.8722 -1.7594 -1.4586
H 0.3479 -3.1550 0.0831
H -1.2258 -3.8735 -0.5458
H -1.7424 -1.8010 -1.7230
H 0.5543 1.4126 1.4400
H 0.5284 -0.2483 1.1355
H -0.3752 0.3784 2.3685
H 1.0064 3.8076 1.6957
H 2.3447 3.0508 1.5381
O 1.3837 2.9410 1.5111

10.
77
Properties=species:S:1:pos:R:3 method="wB97M-V/def2-TZVPD" multiplicity=2 e_homo_ev="-10.90 / -10.81" total_charge=+1 e_above_lowest_kj_mol=0.0 gap_ev="7.886 / 1.829"
C -1.4588 3.9738 3.2634
C -0.2551 3.0301 3.0438
C -0.6665 1.5769 3.3090
O 0.3665 0.6889 3.0338
C 0.2911 -0.5166 3.8708
N 0.1448 3.1999 1.6691
H -2.1464 3.8102 2.4336
H -1.2673 5.0467 3.2506
H -1.9264 3.6683 4.1994
H 0.5418 3.2588 3.7514
H -1.5363 1.3088 2.7092
H -0.9788 1.4754 4.3484
H -0.5708 -1.0894 3.5287
H 0.2889 -0.3064 4.9404
H 1.1971 -1.1018 3.7132
H -0.6122 2.8822 1.0807
H 0.8940 2.5410 1.5118
C 0.5989 -5.2389 0.4121
C -0.1756 -3.9885 0.9095
C -1.3310 -4.2447 1.8111
O -1.9782 -2.9939 2.1129
C -3.1213 -3.2465 2.9043
N 0.7695 -3.2164 1.6785
H -0.1498 -5.9124 -0.0049
H 1.2194 -5.7285 1.1627
H 1.3168 -4.9917 -0.3700
H -0.5274 -3.4285 0.0430
H -0.9040 -4.6587 2.7246
H -2.0885 -4.9469 1.4628
H -3.6409 -2.3627 3.2744
H -2.7986 -3.7452 3.8182
H -3.8497 -3.7786 2.2923
H 1.5896 -2.9036 1.1789
H 0.3598 -2.3040 1.8193
C 3.6399 -1.7240 -2.1695
C 2.6045 -2.8220 -1.9188
C 1.3422 -2.8958 -2.8316
O 0.7070 -1.6424 -2.6322
C -0.6749 -1.6140 -3.0529
N 3.3818 -4.0795 -1.9613
H 4.0555 -1.7398 -3.1770
H 4.4039 -1.7268 -1.3921
H 3.1205 -0.7667 -2.1258
H 2.2241 -2.7033 -0.9042
H 0.7270 -3.7394 -2.5186
H 1.6495 -2.9969 -3.8725
H -1.0930 -0.6468 -2.7739
H -1.2423 -2.4784 -2.7080
H -0.6947 -1.6133 -4.1427
H 2.7438 -4.7834 -2.3043
H 4.1697 -3.9366 -2.5768
C -2.0048 5.3447 -3.9759
C -1.6215 5.2821 -2.5040
C -0.2942 4.5867 -2.2229
O -0.3517 3.1602 -2.5336
C 0.7124 2.4290 -1.9276
N -1.6841 6.7335 -2.1750
H -2.9780 5.7956 -4.1700
H -2.0518 4.4097 -4.5341
H -1.2482 5.8359 -4.5878
H -2.4411 4.8403 -1.9373
H -0.0983 4.7093 -1.1577
H 0.5248 5.1284 -2.6959
H 0.6596 2.5008 -0.8412
H 1.6587 2.5844 -2.4456
H 0.6204 1.3493 -2.0451
H -1.2107 7.1562 -2.9608
H -1.1197 6.9178 -1.3579
O -1.3846 -0.9673 0.4977
H -2.0400 -0.8733 -0.1935
H -1.7721 -1.5900 1.1128
O 2.7124 1.0803 1.7514
H 2.3350 0.5793 1.0283
H 2.0916 0.9674 2.4712
O 1.0912 -0.5063 0.0686
H 1.0394 -0.6721 -0.8727
H 0.1958 -0.6300 0.3837

11.
19
Properties=species:S:1:pos:R:3 method="wB97M-V/def2-TZVPD" e_homo_ev=-13.42 total_charge=+1 e_above_lowest_kj_mol=1119.2 gap_ev=5.612
O -0.8591 -0.1486 2.0657
C -0.0221 0.2574 1.2601
O 2.3241 1.4403 -0.6349
C 0.5219 -0.9129 0.3149
C -0.1012 0.3740 -0.3281
C -1.5958 0.4712 -0.7002
N -2.2311 -0.6889 -0.0702
N 1.8319 -1.0592 0.2929
H 0.7251 0.9186 1.6898
H -0.1479 -1.7508 0.4083
H 0.3847 -0.2234 -1.8216
H 0.6346 1.1996 -0.5851
H -1.7022 0.4198 -1.7896
H -2.1387 1.3246 -0.2791
H -3.1345 -0.9586 -0.4287
H -2.0916 -0.5777 1.0493
H 2.2876 -0.1785 -0.0239
H 2.2740 -1.9738 0.3624
H 3.0403 2.0668 -0.7823

12.
22
Properties=species:S:1:pos:R:3 method="wB97M-V/def2-TZVPD" multiplicity=2 e_homo_ev="-19.09 / -19.01" total_charge=+2 e_above_lowest_kj_mol=207.4 gap_ev="9.114 / 5.328"
C 1.5156 -0.0506 2.7182
C 0.4788 0.7314 1.8359
C 0.5629 0.1989 0.4267
C -0.6180 -0.4968 -0.1148
C -1.8139 -0.8393 0.3994
C -0.7495 -1.6381 -2.2940
N -0.4636 -0.6288 -1.5752
H 1.8494 -0.9653 2.2413
H 2.4464 0.5130 2.8574
H 1.1711 -0.2229 3.7473
H -0.4872 0.4930 2.2938
H 0.6475 1.7994 1.9830
H 0.8821 1.1063 -0.1419
H 1.3936 -0.5421 0.2983
H -2.6896 -1.1671 -0.1463
H -1.9367 -0.7881 1.4795
H -0.4376 -1.5892 -3.3420
H -1.3381 -2.5523 -2.1972
H 0.0553 0.1698 -1.9916
H 0.2977 2.3335 -3.4275
H -0.7174 2.3507 -2.3315
O -0.0486 1.7847 -2.7188

13.
18
Properties=species:S:1:pos:R:3 method="wB97M-V/def2-TZVPD" e_homo_ev=-13.65 total_charge=+1 e_above_lowest_kj_mol=0.0 gap_ev=10.141
Rb 0.5592 2.6432 -1.8838
C -1.2489 -1.7676 -0.5608
C -0.5650 -0.4142 -0.6569
C 0.2234 -0.0860 0.5952
O 0.3841 1.3254 0.6907
C 1.0040 1.7184 1.9044
N 0.3257 -0.3273 -1.8640
H -1.8773 -1.9403 -1.4367
H -1.9174 -1.8252 0.3001
H -0.5196 -2.5754 -0.4936
H -1.2878 0.4028 -0.7630
H 1.1993 -0.5857 0.6054
H -0.3556 -0.4344 1.4580
H 1.1674 2.7924 1.8684
H 1.9589 1.2042 2.0515
H 0.3578 1.4855 2.7563
H -0.2709 -0.4238 -2.6848
H 0.8627 -1.1917 -1.8865

14.
95
Properties=species:S:1:pos:R:3 method="wB97M-V/def2-TZVPD" e_homo_ev=-9.12 e_above_lowest_kj_mol=81.8 gap_ev=2.980
Tl 0.5957 0.9607 3.7828
P 0.5712 -0.1806 0.7898
O -0.7678 -0.0945 1.5557
O 1.4999 -0.9300 1.7830
O 1.0912 1.2427 1.0532
O 0.5146 -0.6220 -0.6559
C 4.0227 3.5794 -2.0295
C 2.7333 3.0034 -2.5399
C 1.6250 2.7969 -1.4780
O 0.4622 3.4053 -2.0544
C 0.7913 4.0229 -3.2267
O 0.0529 4.6697 -3.8878
O 2.1133 3.9590 -3.4250
H 3.8147 4.3176 -1.2515
H 4.6325 3.9981 -2.8243
H 4.5822 2.7938 -1.5148
H 2.8704 2.0856 -3.1157
H 1.9592 3.4080 -0.6379
H 1.4222 1.7554 -1.2487
C 2.1293 -2.8140 -2.9134
C 1.9925 -1.3811 -3.4391
C 2.7148 -0.3413 -2.5927
O 3.5354 0.4079 -3.4875
C 3.5307 -0.2084 -4.7012
O 4.2235 0.0826 -5.6194
O 2.6595 -1.2488 -4.7074
H 1.9092 -2.6747 -1.8516
H 3.1585 -3.1050 -3.1086
H 1.3707 -3.4483 -3.3615
H 0.9388 -1.0970 -3.4829
H 3.3403 -0.8001 -1.8221
H 2.1013 0.4035 -2.0932
C 4.7473 -1.3361 2.1448
C 4.7749 -0.8172 0.6989
C 4.0746 0.5389 0.5502
O 4.9913 1.3631 -0.1431
C 6.2109 0.7462 -0.1551
O 7.2029 1.2856 -0.5036
O 6.1103 -0.4966 0.3166
H 4.4312 -0.5388 2.8111
H 5.7435 -1.6649 2.4444
H 4.1420 -2.2368 2.2256
H 4.2242 -1.4460 -0.0016
H 3.7448 0.9862 1.4965
H 3.1186 0.5774 0.0288
C -1.6883 1.2648 -1.4019
S -3.4601 0.9006 -1.3236
O -4.1389 1.8132 -0.3325
C -3.7733 1.3671 -3.0486
H -1.1483 0.7168 -2.1783
H -1.2317 0.7478 -0.5453
H -1.3617 2.2972 -1.3274
H -3.2998 2.3067 -3.3331
H -4.8299 1.6651 -3.0917
H -3.7358 0.5460 -3.7592
C -2.6288 2.5144 2.2725
S -1.5282 3.9136 2.6395
O -0.3581 3.4787 3.5011
C -0.6832 4.3187 1.0593
H -3.0243 2.0905 3.1907
H -1.9255 1.7802 1.8589
H -3.3625 2.7676 1.5111
H 0.2500 4.8035 1.3389
H -1.2241 5.0028 0.4088
H -0.4312 3.3907 0.5461
C -3.6902 -0.7037 2.5481
S -5.2355 -1.6768 2.6276
O -6.0755 -1.1712 3.7695
C -6.0429 -1.1930 1.0886
H -3.1343 -0.9113 3.4565
H -4.0152 0.3325 2.4713
H -3.2135 -1.0287 1.6262
H -5.3737 -1.5387 0.2952
H -5.9887 -0.1076 0.9398
H -7.0870 -1.4734 1.0222
C -0.8689 -3.1300 3.2129
S -0.8011 -2.5925 4.9634
O -0.9298 -1.0875 4.9809
C -2.3866 -3.2754 5.4476
H 0.0543 -2.7524 2.7853
H -1.8351 -2.8164 2.8188
H -0.8922 -4.2079 3.0278
H -2.6314 -2.9590 6.4639
H -2.3893 -4.3625 5.4617
H -3.1577 -2.8037 4.8358
C -2.9796 -3.7580 0.0271
S -3.0139 -3.5798 -1.7780
O -2.5927 -4.9460 -2.2736
C -1.5201 -2.5279 -1.7835
H -3.8219 -4.3282 0.4131
H -2.8802 -2.8513 0.6321
H -2.0584 -4.2410 0.3707
H -1.2361 -2.1050 -2.7453
H -0.7209 -3.1401 -1.3670
H -1.6054 -1.6569 -1.1315

15.
16
Properties=species:S:1:pos:R:3 method="wB97M-V/def2-TZVPD" e_homo_ev=-18.47 total_charge=+2 gap_ev=6.070
N 1.4755 -1.1267 1.0431
P 1.7211 0.2155 0.0815
I 2.4855 -0.5371 -2.0606
C 0.1941 1.2601 -0.2858
C -1.1583 0.5584 -0.0583
C -1.2967 -0.8650 -0.5917
F -2.5765 -1.0632 -0.9661
H 0.7476 -0.9922 1.7439
H 1.2527 -1.9225 0.4416
H 0.2619 1.6164 -1.3084
H 0.2559 2.1169 0.3692
H -1.4597 0.6429 0.9767
H -1.8806 1.1548 -0.6074
H -1.1108 -1.5605 0.2254
H -0.6091 -1.0881 -1.3990
Zn 1.6975 1.5904 2.3959